Computed, not measured: a single C22H31N3O3 molecule, with ωB97M-V/def2-TZVPD.

Output
- orbital gap (eV) = 8.69
- energy above the lowest of the compared OMol25 structures with the same formula, charge and spin (eV) = 2.9994
- E_tot (eV) = -33930.03195
- E_LUMO (eV) = 0.7

ORCA input file:
```
! RIJCOSX wB97M-V def2-TZVPD def2/J DEFGRID3
* xyz 0 1
C -1.72067 -2.43544 1.87973
H -2.44062 -2.42572 1.06569
H -1.69946 -1.45485 2.34958
H -2.05683 -3.16144 2.61750
C -0.33170 -2.81276 1.37307
C -0.37271 -4.15988 0.65588
H -0.65756 -4.94099 1.35789
H 0.60413 -4.40904 0.24825
H -1.09704 -4.15098 -0.15377
C 0.33051 -1.69554 0.54845
H 1.31871 -2.04677 0.23894
H 0.47483 -0.84110 1.21115
C -0.36799 -1.17875 -0.72582
C -0.79905 -2.24859 -1.68576
C -2.06254 -2.10879 -2.04197
C -2.69519 -0.94909 -1.34272
N -1.62622 -0.45249 -0.48728
C -1.81747 0.53739 0.39535
O -0.93512 1.01485 1.10361
C -3.21621 1.07244 0.45098
C -3.59038 2.08822 -0.42021
C -4.86302 2.62661 -0.35053
C -5.76569 2.15566 0.58818
C -5.39154 1.15022 1.46328
C -4.11866 0.61010 1.39938
H -3.82393 -0.16922 2.08654
H -6.09101 0.78650 2.20126
H -6.75874 2.57638 0.64112
H -5.14936 3.41665 -1.02878
H -2.88074 2.45901 -1.14628
H -3.01683 -0.18004 -2.05684
H -3.57330 -1.24226 -0.75404
H -2.61680 -2.71418 -2.73485
H -0.09009 -2.96195 -2.05879
C 0.67871 -0.28964 -1.46846
O 1.18875 -0.65201 -2.51024
N 0.97877 0.85156 -0.83875
H 0.49165 1.08265 0.02597
C 1.92885 1.81654 -1.34621
H 2.35044 1.42325 -2.27304
H 1.39445 2.74694 -1.56551
C 3.04929 2.10722 -0.33859
N 4.24583 1.32878 -0.60570
C 5.39970 1.74027 0.17740
H 5.47637 2.82908 0.16956
C 5.34845 1.22736 1.62366
H 6.28016 1.45104 2.14608
O 5.20566 -0.17694 1.66531
C 4.05622 -0.59504 0.95513
C 4.10221 -0.11516 -0.50029
H 3.21730 -0.44056 -1.04173
H 4.98001 -0.55560 -0.98380
H 4.05437 -1.68521 1.00477
H 3.15171 -0.21441 1.45495
H 4.51492 1.70315 2.16436
H 6.28549 1.32241 -0.31120
H 3.34086 3.15659 -0.43527
H 2.64280 1.96732 0.67699
H 0.31766 -2.93055 2.25025
*
```

Results of the natural (NBO) charge analysis, in e, for atoms 1 through 4: atom 1 (C): -0.6145, atom 2 (H): 0.1957, atom 3 (H): 0.2103, atom 4 (H): 0.2121